Entry 1:
# CH4ClNO

The molecule CH4ClNO at a distorted geometry (ωB97M-V/def2-TZVPD, the Open Molecules 2025 dataset).

```
8
Properties=species:S:1:pos:R:3:forces:R:3:mulliken_charge:R:1
H -0.304064 0.316907 1.533613 0.6 -0.9 -2.4 0.31
Cl -2.014445 -0.324313 -0.269095 1.4 0.5 0.5 -0.32
H 0.898689 -1.480028 0.518526 0.3 -2.3 1.8 0.23
C -0.126571 0.178071 0.383552 -1.4 2.5 0.7 0.04
O 0.159782 1.476073 -0.089129 -0.2 -1.0 2.4 -0.44
H 0.717648 -1.071612 -1.050787 -0.1 0.9 1.3 0.27
H -0.105786 1.636146 -0.965238 -0.7 0.0 -1.9 0.32
N 0.774747 -0.731247 -0.061441 0.2 0.3 -2.4 -0.39
```
Positions in Å, forces in eV/Å.

Values from the calculation:
2S+1: 1
E_LUMO: 0.8 eV
SMILES: N[C@@H](O)Cl
charge: 0

=====

Entry 2:
# C30H27Br4N8O9S2TeW

C30H27Br4N8O9S2TeW as an isolated structure at a distorted geometry (ωB97M-V/def2-TZVPD, the Open Molecules 2025 dataset).

```
82
Properties=species:S:1:pos:R:3:forces:R:3:mulliken_charge:R:1
O -2.473775 2.017200 6.952493 0.0 -0.1 0.1 -0.67
C -1.975726 0.602949 4.710082 0.1 -0.4 -0.3 -0.54
C 1.874391 -4.320356 0.560897 -0.1 0.0 -0.1 -0.67
C 3.260011 3.272112 -1.233107 0.1 0.0 -0.1 0.30
H -3.131779 -4.670425 -3.729138 0.0 0.0 0.0 -0.06
H -5.338276 0.924250 -1.876333 0.0 0.0 0.0 0.29
Br 4.172919 2.681953 -3.891131 0.0 0.0 0.1 -0.21
H -0.227065 -2.974426 -4.884582 0.0 0.0 0.0 0.27
C -2.185422 1.937364 4.656001 -0.1 0.9 0.1 -0.58
C 1.521613 1.139850 -1.110389 -0.1 -0.3 0.2 -0.04
Br 4.455555 4.733336 -1.298671 0.0 0.0 0.0 -0.20
H -3.752577 -0.550278 -0.695180 0.0 0.0 0.0 0.52
H -4.278273 -3.874928 -1.127591 0.0 0.0 0.0 0.41
O -1.637084 -2.211585 4.258822 0.2 0.1 -0.3 -0.76
O -2.319984 -0.057743 1.207748 -0.6 0.0 0.2 -0.72
C -2.124979 -2.427727 -4.012881 0.0 0.1 0.2 -0.49
H -1.962240 2.579094 -3.964963 0.0 0.0 0.0 0.38
C -2.161974 2.716811 3.416535 -0.1 -0.2 0.6 -0.55
H -1.546225 -2.845632 -6.049114 0.0 0.0 0.0 0.42
H 0.254873 -3.427248 1.605077 0.0 0.1 0.0 0.08
H -3.856062 -6.386839 -1.300200 0.0 0.0 0.0 0.31
W -0.475079 -0.029139 0.650418 0.3 0.2 -0.3 0.22
N 0.902038 -3.435967 0.829646 -0.1 -0.3 -0.1 0.17
C 2.119193 -2.103222 3.176075 0.1 -0.2 -0.1 0.00
C -2.561234 -3.108953 -1.639608 0.1 -0.2 -0.1 0.15
H -3.188494 -2.625274 -4.129649 0.0 0.0 0.0 0.60
C -1.967403 2.075161 2.263120 0.0 -0.3 -0.2 -0.12
N -1.740161 -2.759021 -2.642871 0.1 0.1 0.0 0.31
H 2.040485 -5.175433 1.194966 0.0 0.0 0.0 0.52
C 1.870335 -2.653576 -0.877918 0.1 0.0 -0.2 -0.39
C -3.238362 -6.141335 -2.166440 0.0 -0.1 0.0 -1.13
H -2.215510 -5.996952 -1.814025 0.0 0.0 0.0 0.27
N -2.433016 2.653842 5.915264 0.1 -0.3 -0.6 1.04
C -1.746269 0.641209 2.242574 0.3 0.0 -0.5 2.06
C -3.748861 -4.889343 -2.863423 0.0 0.1 0.1 -0.21
C 1.479434 -2.999730 3.993148 0.2 -0.1 0.1 -0.28
O -1.200823 1.842671 0.081069 -0.3 -0.3 -0.2 -0.25
H 0.458579 -2.894793 4.330395 0.0 0.0 0.0 0.54
H -1.992990 -1.352067 -4.140779 0.0 0.1 0.0 0.10
H 4.386878 -4.712656 3.989908 0.0 0.0 0.0 0.38
N -3.751584 -3.718613 -1.976075 0.1 0.0 0.0 -0.17
C 1.628488 1.985118 -0.005942 0.1 0.3 0.0 0.45
C -1.878266 2.635419 0.884949 0.1 0.1 0.0 -0.22
H -0.548088 1.013843 -2.713050 0.0 0.0 0.0 0.09
H 2.067859 -1.950895 -1.672470 0.0 0.0 0.0 0.17
C -3.395807 0.136308 -1.453705 -0.1 -0.1 0.0 -0.49
C -1.618544 1.009119 -2.559114 0.0 0.0 -0.2 -0.28
C 2.304586 -4.102841 4.373750 -0.1 0.1 0.0 -0.67
C -1.697765 -0.060902 3.494459 0.1 0.0 0.4 -0.74
C -3.785420 1.893445 -3.027493 -0.1 0.1 0.0 0.69
C 2.265069 1.326837 -2.256505 0.1 0.2 -0.1 -0.37
S -2.150038 -2.845742 -0.044753 -0.5 0.1 0.1 -0.21
O -0.809580 -1.741464 2.280830 0.1 0.1 -0.2 -0.30
C -2.414916 1.883932 -3.268795 0.1 -0.1 0.0 -0.82
C 2.529890 -3.856767 -0.560234 -0.1 0.1 0.0 -1.07
H -1.981688 0.072778 5.651081 0.0 0.0 0.0 0.63
N 0.881644 -2.418658 -0.031366 -0.2 0.3 0.5 0.80
N -4.622170 2.768983 -3.695906 0.0 -0.1 -0.1 -0.56
H -5.517552 2.938647 -3.271227 0.0 0.0 0.1 0.22
H -3.252787 -6.995095 -2.847116 0.0 0.0 0.0 0.40
Br 2.591515 4.170779 1.442327 0.0 0.0 0.0 -0.17
C -1.289160 -3.172223 -5.039910 0.1 0.0 -0.1 -1.31
O 0.662512 0.138479 -0.914339 -0.1 -0.1 -0.9 1.14
C 3.149729 2.410594 -2.325898 0.0 0.0 0.1 0.22
O -2.589649 3.860535 5.849567 0.0 0.1 0.1 -0.66
C 2.504845 3.063288 -0.075814 -0.1 -0.1 0.1 -0.08
Br 2.021452 0.115387 -3.692787 0.0 0.1 0.1 -0.14
H 3.374328 -4.300706 -1.058110 0.0 0.0 0.0 0.44
O 0.887994 1.675650 1.036471 0.0 -0.1 0.1 -0.55
S 3.726941 -2.635802 2.885903 0.2 0.0 -0.1 -0.11
N -2.079528 0.144558 -1.657776 0.0 -0.2 0.1 1.26
C 3.562004 -4.030738 3.851099 0.0 -0.1 0.0 -0.56
Te 1.751494 -0.211757 2.253065 0.5 0.0 1.0 0.15
H 1.974058 -4.902664 5.024174 0.0 0.0 0.0 0.37
H -2.297488 3.788087 3.450684 0.0 0.0 0.0 0.58
C -4.281273 0.967484 -2.109526 0.0 0.0 0.0 -1.27
H -4.186685 3.599987 -4.058107 0.0 0.0 0.0 0.22
O -2.375751 3.683130 0.533333 0.0 0.1 0.0 -0.75
N -1.386746 -1.372685 3.383808 -0.3 0.1 0.4 0.57
H -4.767462 -5.030820 -3.227622 0.0 0.0 0.0 0.39
H -1.434490 -4.252221 -4.978706 0.0 0.0 0.0 0.31
H -0.918878 -2.279616 -2.295242 0.0 0.0 0.0 -0.06
```
Positions in Å, forces in eV/Å.

Values from the calculation:
2S+1: 1
E_LUMO (alpha / beta): 1.6 / 1.6 eV
charge: -1

=====

Entry 3:
# C8H8BrP

C8H8BrP as an isolated structure at a distorted geometry (ωB97M-V/def2-TZVPD, the Open Molecules 2025 dataset).

```
18
Properties=species:S:1:pos:R:3:forces:R:3:mulliken_charge:R:1
C 0.945112 -2.634360 0.365350 -0.4 1.0 -1.8 -0.03
C 0.858846 -1.836777 -0.935654 -0.2 0.6 0.0 -0.23
H -1.039615 -1.537398 1.236716 -0.4 1.9 1.3 0.11
C -1.099274 -0.421764 1.582832 0.0 -2.5 -2.2 -0.20
C 1.266671 -1.918705 1.387303 1.8 1.8 -0.1 0.01
Br 0.471916 -4.402801 0.609959 -0.3 -1.2 -0.4 -0.14
C 1.421080 -0.612162 1.618398 -2.7 0.1 1.9 -0.87
H 1.013204 0.282649 -2.852099 0.2 -0.2 -0.3 0.34
H -0.754346 0.331594 -3.066378 0.6 0.2 0.8 0.32
C 0.224654 0.156912 1.842224 -1.5 -0.3 -1.0 -0.22
P 0.010766 -0.291212 -0.853039 0.0 -2.2 1.2 0.69
H 1.540074 -2.135256 -1.817428 -1.4 0.6 1.3 0.28
H 0.161687 1.630327 -2.232969 -0.3 0.7 0.3 0.34
H 2.218440 -0.007459 1.890090 2.3 0.1 0.2 0.45
C 0.088470 0.571693 -2.367458 -0.2 -0.2 -2.0 -0.96
H -1.988569 -0.196673 2.118447 -0.3 0.2 1.0 0.35
H 0.195642 1.114882 2.290053 0.6 0.7 0.6 0.43
C -0.976060 0.530951 0.397119 2.1 -1.4 -0.8 -0.69
```
Positions in Å, forces in eV/Å.

Values from the calculation:
2S+1: 1
E_LUMO: -0.2 eV
charge: 0

=====

Entry 4:
# C6H13O2

A 2-piece molecular cluster, C6H13O2 overall at a distorted geometry (ωB97M-V/def2-TZVPD, the Open Molecules 2025 dataset).

```
21
Properties=species:S:1:pos:R:3:forces:R:3:mulliken_charge:R:1
H -2.732682 -0.779384 -1.157489 0.4 -0.7 0.2 0.35
C 1.432650 -0.334781 -0.117463 1.4 -0.6 1.1 0.13
H 0.909217 -2.298145 0.913543 -0.4 0.3 -0.3 0.32
H 2.263978 -1.478544 1.569096 0.1 0.2 -0.1 0.40
O -1.256926 2.064500 -1.268075 0.0 0.0 -0.1 -0.72
C -2.215300 0.306376 0.693139 0.0 -0.9 0.4 -0.98
H 1.426357 -0.939984 -1.021746 -0.2 0.4 -0.3 0.29
H 0.680931 -0.802309 1.850912 -0.1 -0.2 0.1 0.24
H 2.845157 1.163848 -0.749416 0.3 -0.1 0.0 0.41
C 1.294228 -1.291941 1.092028 0.1 0.2 0.4 -1.10
H -0.908554 -0.439868 -0.858698 -0.3 -0.9 0.0 -0.20
C -2.022049 1.142375 -1.648340 0.5 -0.1 0.5 0.50
C -1.947478 -0.154472 -0.741500 -0.7 2.2 -0.5 0.00
C 2.788082 0.395177 0.027518 -1.0 0.3 -0.8 -1.53
H -2.990238 1.068666 0.769997 0.0 0.1 -0.2 0.38
H -2.545709 -0.529715 1.328704 0.1 0.0 0.0 0.27
H -1.305408 0.709759 1.133212 0.0 0.2 0.0 0.19
O -2.797874 1.122684 -2.619097 -0.2 -0.1 -0.2 -0.76
H 0.672280 0.435919 -0.094613 -0.4 -0.2 -0.4 0.11
H 3.617870 -0.300520 -0.073074 0.2 0.1 0.2 0.39
H 2.791468 0.940360 0.971356 0.3 -0.2 0.2 0.34
```
Positions in Å, forces in eV/Å.

Values from the calculation:
2S+1: 1
E_LUMO: 3.6 eV
charge: -1

=====

E, respectively: -630.66916, -13702.11272, -3224.72623, -386.93355 Ha.
ΔE to the lowest compared entry with this formula, charge and spin, respectively: 25.66, 70.12, 121.68, 16.30 kcal per mole.